C4H8O3S | ωB97M-V/def2-TZVPD

Structure (XYZ):
```
16
Properties=species:S:1:pos:R:3:forces:R:3
C 1.2914 -1.1765 -0.3941 0.119 -1.613 1.252
C 0.8264 -0.2162 0.6715 1.192 0.743 0.330
C 1.3715 1.2755 0.5822 -2.414 0.981 1.640
C -1.3604 -0.0024 -0.2454 0.244 -0.430 0.547
H 3.0380 -2.4759 -0.6520 -0.729 5.723 1.193
H 0.7926 -1.0048 -1.3818 0.844 -0.295 0.564
H 1.0792 -2.2207 0.0573 -0.618 1.617 -1.216
H 1.1132 -0.7004 1.6121 0.855 0.791 -0.052
H 2.4598 1.3396 0.9346 -1.568 -0.017 -0.728
H 0.5990 1.8784 1.2741 2.204 -1.457 -0.539
H 1.0663 2.8441 -0.6335 0.103 -0.259 0.279
H -0.7372 0.3524 -1.1419 -1.282 -0.339 1.296
O 2.7074 -1.0644 -0.3100 1.417 -5.844 -2.310
O 1.0680 1.8820 -0.6934 0.744 -1.013 -0.159
O -0.5477 -0.3343 0.8348 -3.135 1.026 -1.786
S -3.0003 -0.1975 -0.1504 2.022 0.385 -0.310
```
Forces are in eV/Å.

Calculated values
* ΔE to the lowest compared entry with this formula, charge and spin: 523.0 kJ/mol
* HOMO level: -8.8 eV
* F_max: 6.44 eV/A
* HOMO-LUMO gap: 7.9 eV
* charge: 0
* calculated total energy: -780.9341 hartree

=====

C4H8O4 | ωB97M-V/def2-TZVPD

Structure (XYZ):
```
16
Properties=species:S:1:pos:R:3:forces:R:3
C 0.4251 -0.4323 0.6840 0.026 2.042 1.326
C -0.0182 0.6335 -0.1938 -2.155 -0.559 -4.013
C 0.9230 -0.0994 2.1018 -2.183 3.228 -2.574
C -1.0721 -0.0957 -1.9151 3.410 1.586 2.467
O 1.3049 0.1813 -0.3536 -0.895 -0.256 -0.040
O 0.0306 -1.7067 0.6335 0.371 -0.859 0.403
O -0.3423 1.9620 0.0645 0.335 -2.543 2.749
O -0.5676 -1.3633 -2.0432 0.968 -0.253 -0.800
H 0.3286 0.8941 2.3789 1.521 -2.258 0.022
H 1.9397 0.1020 1.8778 1.159 0.230 0.917
H 0.6836 -0.9619 2.6256 -0.055 -1.104 1.725
H -0.6698 0.6318 -2.6590 -0.751 -0.491 0.440
H -2.1050 -0.2056 -1.7777 -1.412 0.619 0.250
H -0.6458 -1.8816 -0.0063 -0.361 0.068 -1.051
H -0.2582 2.4990 -0.6811 0.335 1.014 -2.072
H 0.3788 -1.2417 -2.2422 -0.312 -0.463 0.250
```
Forces are in eV/Å.

Calculated values
* ΔE to the lowest compared entry with this formula, charge and spin: 516.0 kJ/mol
* HOMO level: -8.5 eV
* F_max: 4.67 eV/A
* HOMO-LUMO gap: 9.1 eV
* charge: 0
* calculated total energy: -458.0366 hartree

=====

C4H8O5 | ωB97M-V/def2-TZVPD

Structure (XYZ):
```
17
Properties=species:S:1:pos:R:3:forces:R:3
C -2.4208 -0.3782 0.0882 0.086 0.249 0.159
C -1.3088 0.3459 0.0713 -0.117 -0.293 0.143
O -1.3096 1.6734 -0.2434 0.284 -0.028 -0.122
C 0.0622 -0.2046 0.4670 -0.195 0.066 -0.394
O 0.5619 0.5533 1.5394 0.287 -0.353 0.188
O 0.0575 -1.5535 0.8388 -0.108 0.511 0.025
C 0.9540 -0.1390 -0.7848 1.626 -0.749 1.364
O 2.4100 -0.4153 -0.3607 -1.631 -1.381 -0.052
O 1.2099 1.1171 -1.2200 2.399 0.160 -0.050
H -3.3650 0.0731 -0.1724 -0.076 0.045 -0.042
H -2.4138 -1.3950 0.4430 0.076 -0.096 -0.150
H -0.4237 1.9168 -0.5807 -0.342 -0.077 -0.020
H 0.7529 1.4660 1.2950 -0.130 -0.091 -0.243
H -0.3818 -1.6159 1.6968 0.018 0.008 -0.031
H 0.6624 -0.8867 -1.5372 -0.027 0.180 0.120
H 2.6009 -1.3527 -0.5204 0.401 0.210 0.048
H 2.3517 0.7952 -1.0199 -2.548 1.641 -0.943
```
Forces are in eV/Å.

Calculated values
* structure (SMILES): C=C(O)C(O)(O)C(O)O
* ΔE to the lowest compared entry with this formula, charge and spin: 281.4 kJ/mol
* HOMO level: -9.2 eV
* F_max: 3.17 eV/A
* HOMO-LUMO gap: 9.7 eV
* charge: 0
* calculated total energy: -533.3385 hartree

=====

C4H8O5 | ωB97M-V/def2-TZVPD

Structure (XYZ):
```
17
Properties=species:S:1:pos:R:3:forces:R:3
C 0.5853 -1.2483 0.2514 -0.776 0.715 0.521
C -0.6123 1.0564 0.1018 -0.003 0.431 0.544
C -0.3783 1.2808 -1.3468 0.012 -0.045 0.076
C -0.7212 -0.2541 0.7196 0.470 -0.940 -0.167
O 0.2917 -1.7946 -0.9896 0.067 0.091 -0.084
O 1.7769 -0.4886 0.1238 -0.070 -0.065 -0.115
O 0.6500 -2.1179 1.2716 -0.491 0.499 0.539
O -0.7740 2.0884 0.8872 0.063 -0.488 -0.454
O -0.9094 -0.4031 2.0101 0.198 0.125 -0.198
H 1.0918 -2.2263 -1.3187 -0.017 -0.001 0.090
H 2.2279 -0.5508 0.9746 -0.069 -0.089 -0.002
H -0.0170 -1.6446 1.9840 0.464 -0.102 -0.857
H -0.7824 2.9211 0.3887 0.075 -0.047 0.002
H -1.5543 -0.6490 0.0556 0.132 -0.025 -0.071
H -1.0993 1.9894 -1.7660 0.032 -0.048 0.064
H 0.6289 1.6983 -1.4541 -0.039 0.009 0.059
H -0.4042 0.3428 -1.8932 -0.045 -0.021 0.052
```
Forces are in eV/Å.

Calculated values
* ΔE to the lowest compared entry with this formula, charge and spin: 283.1 kJ/mol
* HOMO level: -8.5 eV
* F_max: 1.18 eV/A
* HOMO-LUMO gap: 8.0 eV
* charge: 0
* calculated total energy: -533.3378 hartree

=====

C4H8O8S2 | ωB97M-V/def2-TZVPD

Structure (XYZ):
```
22
Properties=species:S:1:pos:R:3:forces:R:3
C -0.9175 -0.7589 4.0275 -0.528 0.149 0.097
C -2.0672 -1.5978 3.4710 0.610 0.540 -0.175
O -2.1832 -1.0629 2.1292 -0.213 -0.084 0.111
S -0.7055 -1.0069 1.5631 -0.177 0.599 0.560
O -0.6076 0.0585 0.6504 0.012 0.585 -0.550
O -0.2709 -2.2955 1.2096 0.334 -1.173 -0.378
O -0.0039 -0.6057 2.9332 0.155 -0.083 0.143
H -0.4422 -1.2222 4.8868 0.261 -0.002 -0.119
H -1.2840 0.2387 4.2775 0.077 -0.064 0.138
H -2.9800 -1.3885 4.0139 -0.208 -0.329 -0.154
H -1.7860 -2.6441 3.3735 -0.317 -0.155 0.315
C 0.9819 0.1045 -3.4655 -0.025 -0.259 0.433
C 1.3894 0.5058 -2.0364 0.429 -0.100 0.209
O 1.1013 1.9054 -1.9218 -0.357 -0.172 0.244
S 1.1883 2.5878 -3.3420 0.411 -0.043 0.005
O 2.5418 2.9127 -3.6248 0.162 -0.070 -0.078
O 0.1784 3.5591 -3.4589 -0.454 0.560 0.004
O 0.7497 1.3187 -4.1779 0.087 -0.213 -0.279
H 0.0457 -0.4467 -3.4737 -0.003 -0.046 -0.058
H 1.7764 -0.4872 -3.9152 -0.071 0.114 -0.285
H 2.4539 0.3567 -1.8500 0.023 0.049 -0.173
H 0.8414 -0.0316 -1.2694 -0.210 0.196 -0.011
```
Forces are in eV/Å.

Calculated values
* ΔE to the lowest compared entry with this formula, charge and spin: 15.3 kJ/mol
* HOMO level: -10.9 eV
* F_max: 1.28 eV/A
* HOMO-LUMO gap: 11.3 eV
* charge: 0
* calculated total energy: -1555.4589 hartree

=====

C4H8OS | ωB97M-V/def2-TZVPD

Structure (XYZ):
```
14
Properties=species:S:1:pos:R:3:forces:R:3
C 0.5568 -1.2798 0.9167 -0.957 0.405 0.561
C 0.3195 -0.0958 -0.0206 -0.631 0.582 -0.943
C -0.9059 -0.1404 -0.9479 -1.068 -0.529 -0.924
C -0.4111 1.1987 0.5092 0.068 -0.588 -0.015
H -0.4222 -1.4873 1.4631 1.198 0.042 -0.816
H 0.9569 -2.1989 0.4524 -0.343 0.550 0.012
H 1.2509 -0.9441 1.6806 0.257 -0.164 0.191
H 1.3599 1.3486 -1.7707 -0.133 -0.475 0.500
H -1.6744 -0.8423 -0.6154 0.215 -0.513 0.011
H -0.8184 -0.2345 -2.0562 0.366 0.011 0.799
H 0.2661 2.0480 0.4588 -0.325 0.331 0.176
H -0.9423 1.1203 1.4735 0.453 -0.042 -0.178
O -1.3829 1.1523 -0.5703 0.996 0.538 0.377
S 1.8472 0.3553 -0.9731 -0.097 -0.146 0.249
```
Forces are in eV/Å.

Calculated values
* ΔE to the lowest compared entry with this formula, charge and spin: 143.8 kJ/mol
* HOMO level: -9.2 eV
* F_max: 1.51 eV/A
* HOMO-LUMO gap: 10.0 eV
* charge: 0
* calculated total energy: -630.5801 hartree

=====

C4H8OS | ωB97M-V/def2-TZVPD

Structure (XYZ):
```
14
Properties=species:S:1:pos:R:3:forces:R:3
C -1.9434 -1.0762 -1.7879 -0.076 0.043 -0.111
C -1.0140 -1.0475 -0.8516 0.104 -0.064 0.137
C -0.8126 -2.1037 0.1823 -0.029 0.042 -0.032
H -2.0523 -0.2822 -2.5058 0.018 0.193 -0.137
H -2.6389 -1.8962 -1.8715 -0.109 -0.192 0.031
H -0.3350 -0.2086 -0.7929 0.074 0.216 -0.068
H -0.9471 -1.6815 1.1778 0.013 -0.034 0.110
H 0.2001 -2.5032 0.1318 0.052 -0.062 0.035
H -1.5211 -2.9161 0.0465 -0.043 -0.125 0.043
O 3.1525 2.5729 1.6094 0.740 -0.065 0.026
C 2.0922 2.8351 0.8743 -0.738 -0.002 0.221
S 0.5693 2.8735 1.4166 0.022 0.007 -0.080
H 2.9030 2.4095 2.5358 -0.231 0.066 -0.231
H 2.3473 3.0241 -0.1647 0.205 -0.023 0.055
```
Forces are in eV/Å.

Calculated values
* structure (SMILES): C=CC.OC=S
* ΔE to the lowest compared entry with this formula, charge and spin: 120.0 kJ/mol
* HOMO level: -9.3 eV
* F_max: 0.77 eV/A
* HOMO-LUMO gap: 9.6 eV
* charge: 0
* calculated total energy: -630.5892 hartree

=====

C4H8OS | ωB97M-V/def2-TZVPD

Structure (XYZ):
```
14
Properties=species:S:1:pos:R:3:forces:R:3
C 3.0871 0.4417 -0.1801 3.375 0.778 1.602
C 1.8017 0.3522 -0.3733 -3.700 1.460 1.647
S 1.1400 -1.2588 -0.4218 -1.878 -0.908 0.413
C -0.4810 -0.8330 0.3317 -1.810 0.826 1.451
O -1.3058 -0.2081 -0.7312 4.719 -2.540 0.579
C -2.4576 0.2124 -0.2554 -1.688 4.066 0.493
H 3.6671 1.4938 0.1779 -1.566 -3.330 -1.417
H 3.5594 -0.6612 -0.1087 -0.199 3.095 -0.248
H 0.8642 1.0731 -0.1389 2.935 -0.903 -1.133
H -1.1093 -1.7006 0.9437 1.832 1.671 -2.076
H -0.3953 0.0075 1.1869 0.254 -1.713 -1.783
H -2.9030 0.7502 -1.1107 -0.258 0.251 0.724
H -3.1010 -0.5350 0.0015 -1.972 -2.476 0.825
H -2.3665 0.8658 0.6783 -0.043 -0.276 -1.079
```
Forces are in eV/Å.

Calculated values
* structure (SMILES): C=CSCOC
* ΔE to the lowest compared entry with this formula, charge and spin: 367.7 kJ/mol
* HOMO level: -8.6 eV
* F_max: 5.39 eV/A
* HOMO-LUMO gap: 9.5 eV
* charge: 0
* calculated total energy: -630.4949 hartree